Entry 1:
46
Properties=species:S:1:pos:R:3:lowdin_charge:R:1 method="wB97M-V/def2-TZVPD" e_tot_ha=-1732.8447 de_lowest_ev=2.902 charge=+1 e_homo_ev=-11.98 homo_lumo_gap_ev=7.66
C -2.645 -4.932 4.176 0.06
C -1.991 -4.295 3.213 -0.10
C -1.255 -3.666 1.901 -0.21
C -1.699 -2.138 1.616 -0.17
C -0.633 -1.271 0.763 -0.17
N -0.611 -1.582 -0.715 -0.02
C -0.009 -2.880 -1.147 -0.10
C 1.591 -2.705 -1.318 -0.26
C 2.262 -2.984 0.132 -0.04
C 2.887 -3.094 1.284 0.12
B 2.243 -3.881 -2.249 -0.40
O 1.552 -4.423 -3.429 0.07
O 3.543 -4.444 -1.898 0.09
N 1.602 -1.272 -1.803 0.11
C 0.345 -0.599 -1.341 -0.23
N 0.151 0.719 -1.536 -0.24
S 1.466 1.620 -2.281 0.85
H -3.289 -5.754 4.687 0.06
H -1.634 -4.307 0.999 0.11
H -0.108 -3.823 1.923 0.10
H -1.796 -1.600 2.648 0.13
H -2.755 -2.132 1.151 0.13
H 0.416 -1.293 1.264 0.13
H -0.984 -0.159 0.853 0.13
H -0.402 -3.873 -0.721 0.15
H -0.351 -2.969 -2.263 0.15
H 3.565 -3.446 2.158 0.09
H 1.219 -5.336 -3.191 0.13
H 3.421 -5.380 -1.599 0.13
H 1.717 -1.353 -2.834 0.15
H -0.743 1.136 -1.224 0.14
H 1.520 1.037 -3.570 -0.07
C 1.423 5.342 0.133 -0.06
C 0.160 5.095 -0.670 -0.22
O -0.998 5.179 0.173 0.01
C -1.473 6.429 0.410 -0.35
O -0.979 7.436 -0.038 0.17
C -2.730 6.368 1.274 -0.50
F -2.607 5.506 2.311 0.15
F -3.810 5.960 0.565 0.15
F -3.055 7.562 1.811 0.16
H 1.474 4.661 0.987 0.08
H 2.310 5.199 -0.488 0.08
H 1.441 6.358 0.534 0.08
H 0.179 4.081 -1.080 0.07
H 0.080 5.783 -1.517 0.13

Entry 2:
53
Properties=species:S:1:pos:R:3:lowdin_charge:R:1 method="wB97M-V/def2-TZVPD" e_tot_ha=-3185.1490 charge=0 e_homo_ev=-8.22 homo_lumo_gap_ev=7.59
N 0.889 0.468 3.871 0.11
C 0.486 0.256 2.522 -0.25
C 0.405 1.297 1.650 0.04
C -0.018 1.069 0.306 -0.20
N -0.117 2.199 -0.578 0.11
C 0.827 2.957 -0.600 -0.76
S 1.998 3.964 -0.485 0.79
C -0.343 -0.172 -0.164 -0.14
C -0.833 -0.395 -1.572 -0.13
C -2.355 -0.547 -1.699 -0.19
C -3.153 0.514 -0.940 -0.22
C -3.318 0.216 0.565 -0.27
S -4.985 -0.020 1.119 0.33
O -5.431 -1.318 0.720 -0.32
O -5.001 0.218 2.531 -0.35
Cl -6.088 1.453 0.252 0.41
C -0.243 -1.278 0.728 -0.33
N -0.520 -2.546 0.464 -0.20
S -0.235 -3.373 1.827 1.02
N 0.240 -2.182 2.782 -0.23
C 0.185 -1.060 2.083 -0.31
H 0.510 -0.299 4.420 0.08
H 0.395 1.285 4.215 0.09
H 0.636 2.294 1.988 0.10
H -0.463 0.371 -2.243 0.11
H -0.393 -1.325 -1.912 0.07
H -2.695 -1.547 -1.443 0.11
H -2.597 -0.430 -2.754 0.11
H -4.135 0.581 -1.405 0.08
H -2.692 1.485 -1.096 0.11
H -2.754 -0.675 0.816 0.10
H -2.886 1.033 1.134 0.11
C 3.575 5.881 3.291 0.05
N 2.425 5.024 3.688 -0.45
O 1.853 4.407 2.812 0.02
O 2.138 5.002 4.863 0.07
H 3.710 5.799 2.219 0.09
H 3.336 6.899 3.581 0.10
H 4.448 5.520 3.826 0.10
C -0.562 -4.697 -4.532 0.05
N -0.428 -3.604 -3.532 -0.43
O 0.688 -3.225 -3.241 0.06
O -1.447 -3.152 -3.061 0.07
H 0.430 -4.989 -4.855 0.09
H -1.077 -5.519 -4.046 0.10
H -1.147 -4.308 -5.360 0.10
C 3.603 -2.390 -1.465 0.05
N 4.186 -1.320 -2.319 -0.45
O 5.011 -1.643 -3.147 0.06
O 3.791 -0.191 -2.124 0.06
H 4.045 -3.337 -1.749 0.09
H 3.833 -2.144 -0.433 0.10
H 2.530 -2.393 -1.635 0.08

Entry 3:
42
Properties=species:S:1:pos:R:3:lowdin_charge:R:1 method="wB97M-V/def2-TZVPD" e_tot_ha=-4027.7093 de_lowest_ev=0.000 charge=+3 e_homo_ev="-17.96 / -17.96" homo_lumo_gap_ev="5.62 / 5.62"
Co 0.129 0.310 -0.458 0.17
C 1.296 -1.496 1.883 -0.37
C 2.531 -0.843 1.287 -0.38
S 2.326 -0.228 -0.411 1.01
C 2.472 -1.655 -1.512 -0.41
C 1.362 -2.666 -1.349 -0.39
S -0.246 -1.802 -1.284 1.02
C -1.100 -2.666 0.090 -0.38
C -1.465 -1.725 1.227 -0.38
S -0.185 -0.481 1.549 1.08
H 1.129 -2.500 1.504 0.08
H 1.380 -1.556 2.970 0.12
H 2.828 0.038 1.858 0.09
H 3.380 -1.529 1.296 0.13
H 2.491 -1.216 -2.512 0.11
H 3.455 -2.101 -1.344 0.12
H 1.323 -3.339 -2.207 0.12
H 1.481 -3.271 -0.452 0.09
H -1.995 -3.141 -0.310 0.11
H -0.440 -3.468 0.414 0.09
H -2.353 -1.132 1.008 0.09
H -1.657 -2.265 2.157 0.13
C 2.832 2.802 0.682 -0.07
C 1.342 2.927 0.743 -0.56
N 0.366 2.131 0.279 -0.03
C -0.882 2.697 0.543 -0.33
C -0.857 3.860 1.226 -0.25
S 0.754 4.326 1.494 1.25
C -2.018 2.032 -0.059 -0.31
C -3.299 2.451 -0.146 -0.25
S -4.159 1.422 -1.191 1.26
C -2.803 0.459 -1.459 -0.58
N -1.726 0.869 -0.766 -0.03
C -2.938 -0.657 -2.445 -0.08
H 3.186 2.138 -0.093 0.04
H 3.231 2.494 1.650 0.10
H 3.259 3.781 0.463 0.10
H -1.686 4.484 1.520 0.11
H -3.751 3.331 0.283 0.11
H -3.898 -0.570 -2.953 0.10
H -2.933 -1.637 -1.969 0.07
H -2.163 -0.612 -3.208 0.09